Density functional theory data (ωB97M-V/def2-TZVPD) for a single C3H4N2O molecule.

As for the lowest unoccupied orbital energy: 0.87 eV. The calculation puts the relative energy (zero: lowest compared OMol25 entry of this formula, charge and spin) at 386.0 kJ/mol. Its SMILES is NC1=CN1C=O. The orbital gap is 9.71 eV. The value obtained for the molecular weight is 84.078 g mol⁻¹. The net charge is 0.

Geometry (Å):
N  1.803  0.008  -0.034
C  0.556  0.530  0.210
C  -0.355  1.415  0.287
N  -0.789  0.038  0.734
C  -1.388  -0.786  -0.239
O  -0.792  -1.256  -1.185
H  1.706  -0.829  -0.601
H  2.294  -0.223  0.825
H  -0.815  2.388  0.286
H  -2.431  -1.061  -0.005

Cartesian forces, eV/Å:
N -0.1 -0.1 0.1
C -0.2 0.3 -0.1
C 0.3 0.0 -0.1
N -0.1 -0.3 0.0
C 0.1 -0.2 -0.3
O -0.3 0.2 0.4
H 0.0 0.1 0.1
H 0.0 0.1 -0.1
H 0.1 -0.2 0.0
H 0.1 0.1 -0.1